Entry 1:
The following is a quantum chemistry calculation of 2 unconnected molecules or ions with the total composition C15H31F4N3O5P, from the Open Molecules 2025 dataset.

Results
- E_HOMO: -12.29 eV
- LUMO energy: -3.60 eV
- 2S+1: 1
- Net charge: +1

```
59
Properties=species:S:1:pos:R:3:forces:R:3
C 1.930 -2.640 4.068 0.2 -0.1 0.1
C 0.880 -3.501 3.349 -0.7 1.1 0.3
C 0.769 -3.262 1.827 0.6 -1.1 0.1
O 1.371 -2.063 1.353 -0.3 0.3 0.2
C 0.489 -0.993 1.273 0.9 -0.3 -0.4
N -0.011 -0.609 2.600 -0.8 0.4 -2.7
C 0.551 0.584 3.250 -0.6 -0.7 1.6
C -0.406 0.701 4.480 -0.3 -1.0 -0.4
N -1.444 -0.369 4.274 -0.5 0.2 -0.4
C -1.285 -0.775 2.934 1.2 0.5 1.7
N -2.266 -1.211 2.186 -0.3 -0.2 0.1
C -3.647 -1.366 2.651 0.0 -0.7 0.1
F -4.143 -0.197 3.045 0.0 -0.1 -0.1
F -4.322 -1.831 1.590 0.0 0.3 0.0
C -3.752 -2.419 3.776 0.4 0.1 0.6
F -3.127 -3.540 3.331 -0.3 0.0 -0.1
F -5.034 -2.663 4.060 0.0 -0.1 -0.4
H 2.442 -3.204 4.844 -0.1 0.0 0.1
H 1.465 -1.782 4.557 0.0 0.0 0.0
H 2.701 -2.244 3.410 0.0 -0.1 -0.1
H 1.012 -4.552 3.592 0.1 -0.1 -0.4
H -0.092 -3.234 3.781 0.0 -0.2 0.1
H -0.269 -3.353 1.486 0.0 0.2 0.0
H 1.305 -4.073 1.334 0.1 0.1 -0.2
H 1.038 -0.155 0.846 0.0 0.0 0.0
H -0.297 -1.254 0.555 -0.3 0.2 0.3
H 1.547 0.331 3.600 0.3 0.4 -0.3
H 0.492 1.458 2.608 0.2 -0.1 -0.2
H 0.126 0.410 5.379 0.0 0.6 0.3
H -0.979 1.617 4.546 0.5 0.3 0.2
H -1.187 -1.168 4.848 -0.3 -0.1 0.1
H -2.098 -1.462 1.221 -0.1 -0.1 0.0
H -3.249 -2.113 4.694 -0.1 0.2 0.0
O 1.886 1.256 -4.835 -2.2 0.3 -1.9
P 0.773 1.507 -3.889 2.6 -0.3 5.4
O 1.139 2.887 -3.097 -0.6 -0.4 -0.9
C 1.751 3.991 -3.770 0.2 0.5 -0.1
C 0.727 5.054 -4.119 -0.2 -0.2 0.0
O 1.048 0.398 -2.723 -0.5 0.0 -0.2
C 1.840 -0.763 -2.984 0.4 -0.1 0.2
C 3.234 -0.575 -2.424 0.1 0.1 0.1
O -0.809 1.489 -3.485 0.4 -0.2 -2.5
C -1.739 2.273 -4.248 -0.5 0.3 -0.1
C -1.567 2.102 -5.742 0.2 0.0 0.0
H 2.280 3.669 -4.668 0.0 -0.2 0.1
H 2.491 4.406 -3.085 0.0 -0.1 0.1
H 0.042 4.692 -4.890 0.0 0.0 0.0
H 1.217 5.951 -4.499 0.0 0.0 0.0
H 0.130 5.319 -3.246 0.1 0.0 0.0
H 1.874 -0.997 -4.047 0.0 0.2 0.0
H 1.353 -1.604 -2.483 -0.1 0.1 0.0
H 3.706 0.315 -2.839 0.0 0.0 -0.1
H 3.862 -1.439 -2.643 0.0 0.0 0.0
H 3.193 -0.440 -1.341 0.0 -0.1 0.0
H -1.654 3.323 -3.956 0.1 0.0 0.0
H -2.736 1.942 -3.956 0.1 -0.1 0.1
H -0.596 2.489 -6.076 -0.1 0.0 0.0
H -2.345 2.639 -6.283 0.0 0.0 0.0
H -1.611 1.047 -6.017 -0.1 0.0 0.0
```
Positions in Å, forces in eV/Å.

Results of the natural (NBO) charge analysis, in e, for atoms 1 through 5:
1 C -0.61
2 C -0.43
3 C -0.08
4 O -0.50
5 C 0.09

Entry 2:
The following is a quantum chemistry calculation of a molecular structure, C15H31InNO3P, from the Open Molecules 2025 dataset.

Results
- E_HOMO: -13.12 eV
- LUMO energy: -11.41 eV
- 2S+1: 1
- Net charge: +2

```
52
Properties=species:S:1:pos:R:3:forces:R:3
C -6.674 2.456 1.715 -0.1 0.1 0.1
C -6.202 1.785 0.660 0.2 -0.4 -0.5
C -6.103 0.310 0.710 -2.4 -0.3 0.5
O -6.621 -0.344 1.586 0.8 0.2 -0.8
O -5.391 -0.282 -0.301 0.2 0.2 0.1
C -3.991 -0.028 -0.223 0.0 -0.6 0.2
C -3.258 -1.204 -0.876 0.3 0.9 -0.4
C -2.486 -0.786 -2.155 -0.1 -0.8 0.8
C -0.987 -0.985 -1.938 0.0 0.4 0.0
C -0.127 -0.049 -2.793 1.2 -1.0 -0.1
C 1.349 -0.319 -2.447 -1.2 -0.6 -0.6
P 2.320 1.294 -1.886 0.7 0.3 1.1
C 3.789 0.311 -0.971 0.5 0.2 0.2
C 4.041 0.730 0.490 -0.5 0.3 -0.6
N 3.618 -0.212 1.512 0.3 -1.0 -0.6
C 2.199 -0.466 1.604 -0.4 1.0 1.3
C 1.563 0.601 2.520 -0.1 -0.4 -1.3
C 4.432 -1.371 1.510 1.4 -0.6 -0.5
C 4.225 -2.414 2.575 -0.8 0.4 -0.2
O 5.322 -1.513 0.689 -0.8 0.5 0.6
H -7.564 2.130 2.224 0.5 -0.8 1.1
H -6.163 3.330 2.081 -0.8 1.1 -0.7
H -5.920 2.295 -0.249 1.4 0.2 0.2
H -3.705 0.039 0.827 0.0 0.0 0.2
H -3.720 0.914 -0.688 -0.1 0.3 -0.2
H -3.969 -1.983 -1.094 -0.3 -0.2 0.0
H -2.553 -1.606 -0.158 0.1 -0.3 0.2
H -2.715 0.239 -2.413 -0.1 0.3 -0.2
H -2.828 -1.437 -2.947 0.1 0.1 -0.5
H -0.717 -0.786 -0.902 -0.1 0.0 0.4
H -0.721 -2.019 -2.126 0.2 -0.2 -0.1
H -0.430 0.967 -2.592 -0.2 0.7 -0.2
H -0.247 -0.322 -3.834 -0.3 0.6 -0.4
H 1.379 -1.093 -1.685 0.6 0.2 0.5
H 1.880 -0.721 -3.298 0.3 -0.1 -0.3
H 1.556 1.448 -0.670 -0.1 -0.1 -0.5
H 3.045 2.536 -1.606 0.1 0.0 0.2
H 3.018 1.248 -3.165 -0.4 -0.2 -0.1
H 1.295 2.156 -2.545 -0.4 0.0 -0.2
H 3.689 -0.755 -1.117 -0.3 -0.3 0.0
H 4.668 0.608 -1.528 0.2 0.1 -0.3
H 3.562 1.689 0.660 -0.1 0.4 0.3
H 5.103 0.895 0.584 0.2 0.0 0.3
H 1.981 -1.417 2.067 0.3 -0.5 -0.1
H 1.671 -0.458 0.653 0.1 -0.1 -0.3
H 1.910 0.454 3.561 2.0 0.8 -2.3
H 1.787 1.598 2.166 0.2 0.4 0.3
H 0.472 0.492 2.517 -0.2 0.1 -0.2
H 3.375 -3.027 2.292 -0.2 -0.3 0.0
H 4.006 -1.981 3.544 0.1 0.1 0.3
H 5.086 -3.054 2.620 0.4 -0.1 0.0
In 0.747 0.107 4.841 -2.2 -0.8 3.4
```
Positions in Å, forces in eV/Å.

Results of the natural (NBO) charge analysis, in e, for atoms 1 through 5:
1 C -0.22
2 C -0.37
3 C 0.75
4 O -0.52
5 O -0.53

Entry 3:
The following is a quantum chemistry calculation of 3 unconnected molecules or ions with the total composition C15H31O7S, from the Open Molecules 2025 dataset.

Results
- E_HOMO: -5.31 eV
- LUMO energy: 2.85 eV
- 2S+1: 1
- Net charge: -1

```
54
Properties=species:S:1:pos:R:3:forces:R:3
C 0.217 3.499 3.755 0.0 -0.1 -0.1
O 1.107 2.420 3.603 0.2 0.0 -0.1
C 0.605 1.480 2.660 0.3 0.5 0.0
C 1.603 0.391 2.417 -0.3 -0.5 0.2
C 1.144 -0.573 1.295 0.7 0.5 0.6
C 2.289 -0.879 0.329 -0.5 -0.6 -0.5
C 2.229 -0.227 -1.061 0.8 0.2 0.6
C 1.781 1.230 -1.116 -0.3 -0.1 -0.7
O 0.870 1.474 -2.204 0.4 0.2 0.5
S -0.680 1.026 -2.041 -1.0 0.6 -0.6
O -1.171 1.583 -0.790 0.5 0.1 0.5
O -1.277 1.624 -3.211 0.1 0.2 -0.2
O -0.695 -0.413 -2.068 0.3 -1.1 0.3
H -0.602 3.224 4.417 -0.2 0.1 0.2
H -0.217 3.797 2.801 0.0 0.0 -0.2
H 0.756 4.352 4.148 0.1 0.1 0.3
H 0.405 2.001 1.725 -0.3 0.1 -0.2
H -0.328 1.064 3.029 -0.4 -0.2 0.0
H 2.588 0.795 2.209 0.1 0.3 -0.2
H 1.702 -0.167 3.345 0.2 -0.1 0.2
H 0.842 -1.492 1.785 -0.3 -0.2 -0.1
H 0.287 -0.150 0.783 -0.2 -0.1 -0.3
H 2.268 -1.951 0.145 0.2 -0.2 -0.1
H 3.254 -0.698 0.790 0.1 0.2 0.3
H 3.245 -0.255 -1.444 0.2 -0.2 -0.2
H 1.658 -0.844 -1.728 -0.5 0.1 -0.1
H 2.631 1.856 -1.363 0.2 0.2 0.0
H 1.380 1.608 -0.183 -0.4 -0.1 0.2
C 3.091 -5.157 -2.917 -0.1 0.0 0.1
C 1.774 -4.572 -3.422 0.1 0.0 -0.1
C 1.747 -3.217 -2.725 0.0 0.0 0.0
O 3.119 -2.819 -2.575 0.0 -0.2 0.0
C 3.976 -3.917 -2.863 -0.1 0.1 -0.1
H 3.500 -5.941 -3.553 0.0 0.0 0.0
H 2.957 -5.567 -1.913 0.0 0.0 0.0
H 1.817 -4.437 -4.505 0.0 0.0 0.0
H 0.903 -5.182 -3.189 0.0 0.0 0.0
H 1.297 -3.288 -1.730 -0.1 0.0 0.0
H 1.208 -2.457 -3.288 0.0 0.1 0.1
H 4.461 -3.736 -3.830 0.0 -0.1 0.0
H 4.750 -3.981 -2.095 0.0 0.0 0.0
C -4.655 1.483 0.485 -0.1 -0.1 0.0
C -5.682 2.572 0.790 0.1 0.1 0.0
C -5.470 2.790 2.284 0.1 -0.1 0.0
O -4.096 2.519 2.543 -0.1 0.0 0.0
C -3.504 1.883 1.390 0.1 0.3 -0.1
H -4.360 1.429 -0.560 0.1 0.0 0.0
H -5.050 0.507 0.781 0.0 0.0 0.0
H -5.434 3.482 0.238 0.0 0.0 0.0
H -6.707 2.294 0.545 0.0 0.0 0.0
H -6.081 2.094 2.875 -0.1 0.0 0.0
H -5.702 3.808 2.603 0.0 0.0 0.0
H -2.846 2.598 0.893 0.1 -0.1 0.0
H -2.908 1.035 1.711 0.1 -0.1 0.1
```
Positions in Å, forces in eV/Å.

Results of the natural (NBO) charge analysis, in e, for atoms 1 through 5:
1 C -0.25
2 O -0.55
3 C -0.06
4 C -0.41
5 C -0.41

Entry 4:
The following is a quantum chemistry calculation of a molecular structure, C15H32As2FeN2O5, from the Open Molecules 2025 dataset.

Results
- <S²>: 6.04
- E_HOMO (alpha / beta): -6.04 / -6.05 eV
- LUMO energy (alpha / beta): -0.97 / -1.24 eV
- 2S+1: 5
- Net charge: 0

```
57
Properties=species:S:1:pos:R:3:forces:R:3
O -0.381 4.370 0.349 0.6 1.9 -0.7
H 0.058 5.152 0.752 -0.6 -0.8 -0.5
Fe 0.143 0.413 0.020 0.0 -0.2 -0.4
N -0.933 -0.089 -1.732 -1.3 -1.0 -2.5
N 1.180 -1.090 -1.000 0.9 -1.9 -1.1
O -2.188 0.448 -2.113 1.2 -0.1 0.2
O 2.401 -1.709 -0.593 -0.4 0.8 -0.1
C -0.463 -0.984 -2.605 -2.2 2.4 1.3
C 0.778 -1.553 -2.177 2.1 0.7 3.1
C -1.126 -1.341 -3.891 0.1 -0.1 -0.2
C 1.628 -2.497 -2.924 -0.2 -0.4 -0.6
H -1.898 -0.612 -4.140 0.2 -0.2 0.1
H -1.586 -2.338 -3.833 0.1 0.2 0.0
H -0.377 -1.381 -4.694 -0.2 0.0 0.1
H 2.328 -2.996 -2.254 -0.2 0.0 -0.3
H 2.196 -1.938 -3.674 0.0 -0.1 0.0
H 1.004 -3.220 -3.447 0.1 -0.1 -0.1
H -2.300 1.326 -1.648 0.3 -0.7 0.1
H 2.830 -1.127 0.068 -0.8 -0.1 -0.4
O -0.980 -2.488 0.906 -0.3 -0.3 -1.0
H -1.926 -2.545 0.672 0.5 0.2 0.4
H -0.545 -2.781 0.082 -0.1 0.2 0.6
C 1.297 1.883 -0.547 0.9 0.1 -0.7
H 0.927 2.890 -0.374 0.0 0.0 0.0
H 1.422 1.675 -1.631 0.0 0.3 0.3
H 2.287 1.748 -0.082 -0.1 0.2 -0.1
O -2.520 3.168 -1.228 0.4 0.0 -0.4
H -2.236 3.735 -0.478 0.3 -0.3 -0.2
H -1.808 3.315 -1.877 -0.3 0.2 0.4
C 2.241 0.870 3.494 -0.2 0.0 -0.7
As 1.013 -0.094 2.280 -0.2 -0.8 2.5
C 1.765 -1.875 2.621 -0.1 0.3 -0.3
C -0.495 -0.284 3.602 0.3 0.2 -0.5
C -0.297 -0.681 4.925 -0.5 0.2 -0.3
C -1.387 -0.671 5.803 0.1 0.0 -0.1
C -2.645 -0.268 5.354 0.0 0.1 -0.1
C -2.840 0.129 4.024 0.4 -0.4 0.4
C -1.752 0.121 3.151 0.0 -0.1 -0.4
As -1.738 1.057 1.389 -1.0 1.2 2.2
C -3.633 1.530 1.335 0.2 -0.4 -0.4
C -1.078 2.704 2.141 -0.3 -0.2 -0.1
H 3.209 0.913 2.983 -0.1 0.1 0.3
H 2.298 0.298 4.425 0.1 0.2 -0.2
H 1.844 1.874 3.669 0.2 -0.2 0.0
H 1.759 -1.997 3.706 0.2 -0.3 -0.3
H 1.106 -2.595 2.129 0.3 0.0 0.2
H 2.774 -1.904 2.198 -0.1 -0.3 0.3
H 0.690 -0.967 5.280 -0.2 0.0 0.0
H -1.235 -0.963 6.843 -0.1 0.1 -0.3
H -3.483 -0.240 6.054 0.2 0.0 -0.2
H -3.822 0.454 3.695 0.1 0.0 0.1
H -3.824 2.169 2.202 0.0 0.0 -0.3
H -3.800 2.041 0.383 -0.3 -0.1 0.4
H -4.206 0.601 1.403 -0.2 0.2 -0.1
H -1.835 3.173 2.792 0.2 -0.5 0.1
H -0.139 2.510 2.666 -0.1 0.0 0.1
H -0.671 3.713 1.146 -0.1 -0.4 0.2
```
Positions in Å, forces in eV/Å.

Results of the natural (NBO) charge analysis, in e, for atoms 1 through 5:
1 O -1.10
2 H 0.46
3 Fe 1.08
4 N -0.17
5 N -0.20

no.,F_max (eV Å⁻¹)
1,6.04
2,4.11
3,1.33
4,3.78